Molecular formula: C27H23BCuN6O6S
Method: DFT, ωB97M-V/def2-TZVPD

Each line ends with the Mulliken charge.
Atoms and positions in Å:
1 Cu -0.62 -1.55 -0.34  -0.67
2 S 6.02 1.33 2.39  0.06
3 N 5.61 0.88 0.90  -0.74
4 C 4.37 0.44 0.96  0.93
5 C 3.58 -0.04 -0.15  0.84
6 C 4.06 -0.11 -1.46  -0.82
7 C 3.22 -0.58 -2.45  -0.93
8 C 1.92 -0.94 -2.11  -0.62
9 N 1.45 -0.86 -0.88  0.31
10 C 2.26 -0.44 0.09  -0.33
11 C 1.70 -0.40 1.45  -0.38
12 N 0.43 -0.79 1.58  0.19
13 C -0.12 -0.77 2.79  -0.80
14 C 0.56 -0.33 3.92  -0.84
15 C 1.87 0.09 3.80  -0.77
16 C 2.46 0.06 2.53  0.97
17 C 3.82 0.49 2.28  0.97
18 N 4.66 0.97 3.18  -0.76
19 H 5.08 0.20 -1.67  0.52
20 H 3.56 -0.66 -3.47  0.42
21 H 1.23 -1.32 -2.85  0.46
22 H -1.14 -1.13 2.85  0.49
23 H 0.06 -0.33 4.88  0.43
24 H 2.44 0.45 4.64  0.51
25 O 2.74 3.12 0.72  -0.68
26 C 1.76 2.75 0.12  -0.10
27 O 1.75 2.42 -1.16  -0.57
28 C 0.37 2.61 0.77  1.90
29 N -0.55 2.06 -0.22  0.30
30 C -1.74 2.90 -0.32  -0.52
31 C -1.19 4.28 0.02  -0.76
32 C -0.22 3.97 1.16  -0.89
33 H 0.51 1.98 1.66  -0.59
34 H -0.75 1.05 -0.16  -0.52
35 H 0.79 2.14 -1.28  0.52
36 H -2.52 2.61 0.40  0.30
37 H -2.17 2.84 -1.32  0.21
38 H -1.96 5.00 0.30  0.48
39 H -0.65 4.68 -0.84  0.28
40 H -0.78 3.86 2.10  0.37
41 H 0.55 4.72 1.32  0.40
42 O -3.64 -0.89 -0.61  -0.27
43 B -2.27 -0.76 -1.06  0.17
44 O -2.34 0.11 -2.21  -0.13
45 C -3.64 0.46 -2.40  0.31
46 C -4.18 1.29 -3.36  -0.70
47 C -5.57 1.49 -3.32  -0.55
48 C -6.35 0.88 -2.35  -0.42
49 C -5.79 0.05 -1.38  -1.01
50 C -4.42 -0.14 -1.43  0.99
51 H -3.56 1.75 -4.12  0.44
52 H -6.03 2.13 -4.06  0.36
53 H -7.42 1.06 -2.34  0.35
54 H -6.39 -0.43 -0.62  0.45
55 O -0.34 -3.75 2.34  -0.68
56 C 0.09 -4.16 1.27  0.18
57 C 0.66 -5.57 1.09  -0.45
58 C 1.06 -5.60 -0.38  -0.47
59 C 0.70 -4.20 -0.88  0.38
60 O 0.93 -3.83 -2.02  -0.65
61 N 0.13 -3.46 0.11  0.15
62 H -0.12 -6.29 1.35  0.27
63 H 1.48 -5.71 1.78  0.24
64 H 0.51 -6.33 -0.97  0.26
65 H 2.12 -5.78 -0.55  0.24

## Properties
- maximum force (Eh/bohr) = 0.007
- gap between HOMO and LUMO (Ha) = 0.2233
- net charge = -1
- HOMO level (eV) = -4.2